C34H44BrF6N2O4OsSSi2 as an isolated structure, computed with ωB97M-V with the def2-TZVPD basis set.

Calculated values
charge: +1
Kohn-Sham gap (spin up / spin down): 8.47 / 7.00 eV
highest occupied orbital energy (spin up / spin down): -0.3979 / -0.3995 Ha
ΔE to the lowest compared entry with this formula, charge and spin: 2.03 kcal per mole
spin multiplicity: 5

CARTESIAN COORDINATES (ANGSTROEM)
Os1 0.899 -0.493 -1.032
C1 3.849 -0.744 1.071
O1 2.424 -0.842 1.144
C2 1.855 -0.658 2.371
C3 2.544 -0.382 3.535
C4 1.824 -0.194 4.714
Br1 2.766 0.185 6.304
C5 0.451 -0.271 4.735
C6 -0.247 -0.547 3.555
C7 0.460 -0.749 2.373
O2 -0.139 -1.021 1.194
C8 -1.705 -0.592 3.489
N1 -2.348 -0.793 2.361
C9 -3.697 -0.696 2.663
C10 -4.817 -0.816 1.842
C11 -6.055 -0.661 2.431
C12 -6.187 -0.397 3.804
C13 -5.087 -0.279 4.630
C14 -3.843 -0.432 4.028
N2 -2.552 -0.375 4.529
H1 4.310 -1.493 1.716
H2 4.178 0.258 1.352
H3 4.109 -0.927 0.036
H4 3.621 -0.306 3.551
H5 -0.072 -0.113 5.668
H6 -1.145 -0.965 1.342
H7 -4.711 -1.029 0.787
H8 -6.948 -0.750 1.827
H9 -7.177 -0.287 4.225
H10 -5.194 -0.079 5.687
H11 -2.291 -0.207 5.485
C15 -1.526 0.298 -3.514
Si1 -1.104 -1.133 -2.384
C16 -2.496 -1.350 -1.145
C17 -0.808 -2.691 -3.361
C18 -1.554 -3.061 -4.481
C19 -1.300 -4.261 -5.126
C20 -0.301 -5.105 -4.655
C21 0.446 -4.746 -3.544
C22 0.202 -3.537 -2.890
Si2 1.153 -2.963 -1.389
C23 0.616 -3.864 0.161
C24 2.982 -3.288 -1.668
H12 -2.515 0.110 -3.944
H13 -0.817 0.400 -4.333
H14 -1.576 1.246 -2.976
H15 -3.430 -1.513 -1.691
H16 -2.612 -0.457 -0.527
H17 -2.339 -2.210 -0.492
H18 -2.335 -2.410 -4.862
H19 -1.877 -4.540 -5.998
H20 -0.101 -6.040 -5.162
H21 1.227 -5.413 -3.196
H22 0.796 -4.934 0.023
H23 -0.446 -3.723 0.367
H24 1.179 -3.535 1.036
H25 3.130 -4.368 -1.763
H26 3.606 -2.951 -0.839
H27 3.329 -2.827 -2.594
C25 0.633 5.705 0.798
C26 1.623 4.575 0.544
C27 1.054 3.161 0.643
S1 -0.096 2.723 -0.677
O3 -0.337 1.208 -0.467
C28 -1.685 3.427 -0.175
C29 -2.514 2.631 0.828
C30 -1.987 2.598 2.255
H28 1.164 6.650 0.902
H29 0.064 5.546 1.717
H30 -0.071 5.830 -0.027
H31 2.422 4.622 1.288
H32 2.104 4.706 -0.424
H33 0.582 2.967 1.603
H34 1.848 2.426 0.477
H35 -2.225 3.516 -1.120
H36 -1.467 4.436 0.176
H37 -2.656 1.616 0.456
H38 -3.500 3.101 0.821
H39 -1.101 1.971 2.348
H40 -2.749 2.187 2.919
H41 -1.743 3.601 2.616
C31 4.620 0.185 -2.437
C32 3.343 1.018 -2.381
O4 2.537 0.675 -1.305
C33 2.559 0.836 -3.696
F1 1.379 1.476 -3.669
F2 3.234 1.256 -4.765
F3 2.280 -0.474 -3.873
C34 3.730 2.502 -2.192
F4 4.267 2.670 -0.970
F5 4.628 2.915 -3.089
F6 2.668 3.321 -2.270
H42 4.354 -0.870 -2.450
H43 5.221 0.392 -1.554
H44 5.210 0.413 -3.323

Löwdin population analysis, charges in e, atoms 1 to 5: 1.462 -0.042 -0.165 -0.202 -0.041

---

C13H42GaO7 as an isolated structure at a distorted geometry, computed with ωB97M-V with the def2-TZVPD basis set.

Calculated values
charge: -1
Kohn-Sham gap: 6.52 eV
highest occupied orbital energy: -0.1617 Ha

CARTESIAN COORDINATES (ANGSTROEM)
C1 0.157 3.075 3.939
O1 -0.687 3.516 5.090
C2 -1.628 4.559 4.620
C3 -3.028 3.892 4.007
C4 -3.615 4.890 2.846
C5 -2.997 4.654 1.346
C6 -3.537 3.261 0.645
C7 -2.185 2.380 0.246
C8 -2.548 0.822 -0.116
C9 -2.161 -0.258 1.083
C10 -1.771 -1.757 0.487
C11 -0.132 -1.997 0.368
C12 0.389 -1.682 -1.187
C13 2.030 -1.439 -1.231
Ga1 3.080 -2.924 -2.215
H1 -0.546 3.121 2.991
H2 0.522 1.959 4.038
H3 1.046 3.822 3.728
H4 -1.879 5.249 5.548
H5 -1.140 5.252 3.781
H6 -3.743 3.748 4.931
H7 -2.797 2.823 3.588
H8 -3.368 5.992 3.188
H9 -4.792 4.799 2.870
H10 -1.826 4.593 1.382
H11 -3.272 5.597 0.669
H12 -4.173 2.700 1.462
H13 -4.172 3.534 -0.318
H14 -1.757 2.908 -0.734
H15 -1.352 2.453 1.078
H16 -3.722 0.762 -0.312
H17 -1.930 0.516 -1.088
H18 -3.171 -0.419 1.692
H19 -1.375 0.159 1.853
H20 -2.316 -2.630 1.091
H21 -2.180 -1.829 -0.624
H22 0.351 -1.243 1.145
H23 0.153 -3.099 0.718
H24 0.018 -2.485 -1.963
H25 -0.094 -0.645 -1.506
H26 2.272 -0.409 -1.776
H27 2.433 -1.358 -0.132
H28 2.165 -3.937 -3.070
H29 4.199 -2.190 -3.138
H30 3.920 -3.872 -1.189
O2 -5.276 -0.748 1.143
H31 -5.291 -1.712 1.241
H32 -5.572 -0.421 2.006
O3 5.177 -4.461 -4.750
H33 4.837 -4.506 -5.656
H34 6.128 -4.616 -4.849
O4 3.992 1.035 -0.793
H35 4.323 0.310 -0.242
H36 3.721 1.711 -0.153
O5 4.398 -7.280 -3.009
H37 4.516 -6.363 -3.299
H38 3.671 -7.608 -3.559
O6 2.410 -5.090 -5.910
H39 2.733 -5.425 -5.061
H40 1.495 -4.829 -5.726
O7 6.836 -2.482 -3.458
H41 6.954 -1.565 -3.748
H42 6.109 -2.810 -4.008

natural (NBO) population analysis, charges in e, atoms 1 to 5: -0.281 -0.570 -0.078 -0.450 -0.419

---

A 3-piece molecular cluster, C4H15NO2 overall at a distorted geometry, computed with ωB97M-V with the def2-TZVPD basis set.

Calculated values
charge: +1
Kohn-Sham gap (spin up / spin down): 11.98 / 7.22 eV
highest occupied orbital energy (spin up / spin down): -0.5539 / -0.5539 Ha
ΔE to the lowest compared entry with this formula, charge and spin: 9.48 kcal per mole
spin multiplicity: 2

CARTESIAN COORDINATES (ANGSTROEM)
C1 0.631 0.203 1.703
N1 -0.202 -0.623 0.849
C2 0.404 -1.406 -0.182
C3 -0.561 -2.153 -1.084
C4 -0.178 1.101 2.607
H1 1.272 -0.497 2.253
H2 1.238 0.843 1.054
H3 -1.193 -0.377 0.784
H4 1.026 -0.760 -0.824
H5 1.117 -2.068 0.322
H6 -0.173 -2.791 -1.861
H7 -1.284 -2.696 -0.469
H8 -1.217 -1.425 -1.577
H9 -0.929 0.577 3.199
H10 -0.677 1.923 2.095
H11 0.470 1.554 3.360
H12 0.917 1.592 -2.217
H13 1.238 2.181 -3.538
O1 1.224 1.325 -3.086
H14 -0.621 1.830 -1.379
H15 -1.138 0.383 -0.896
O2 -1.363 1.286 -1.112

natural (NBO) population analysis, charges in e, atoms 1 to 5: -0.278 -0.109 -0.305 -0.634 -0.651

---

A 2-piece molecular cluster, C10H9NO overall at a distorted geometry, computed with ωB97M-V with the def2-TZVPD basis set.

Calculated values
charge: 0
Kohn-Sham gap (spin up / spin down): 7.47 / 8.52 eV
highest occupied orbital energy (spin up / spin down): -0.3352 / -0.3390 Ha
ΔE to the lowest compared entry with this formula, charge and spin: 94.66 kcal per mole

CARTESIAN COORDINATES (ANGSTROEM)
C1 -2.296 -0.752 0.915
C2 3.001 -0.879 -0.156
C3 2.033 -1.862 -0.024
C4 2.662 0.462 -0.190
C5 0.690 -1.504 0.073
C6 1.323 0.850 -0.097
C7 0.445 -0.173 0.034
C8 -1.861 0.171 -1.307
C9 -2.152 1.730 0.712
C10 -2.097 0.369 0.106
N1 -2.378 -1.694 1.571
O1 -1.910 -0.879 -1.913
H1 4.040 -1.168 -0.232
H2 2.307 -2.907 -0.005
H3 3.422 1.222 -0.297
H4 -0.095 -2.237 0.173
H5 1.039 1.889 -0.127
H6 -1.627 1.120 -1.837
H7 -1.661 2.459 0.070
H8 -1.691 1.744 1.699
H9 -3.195 2.039 0.833

natural (NBO) population analysis, charges in e, atoms 1 to 5: 0.235 -0.222 -0.177 -0.187 -0.366

---

A 3-piece molecular cluster, C3H12N2O2 overall at a distorted geometry, computed with ωB97M-V with the def2-TZVPD basis set.

Calculated values
charge: 0
Kohn-Sham gap: 8.56 eV
highest occupied orbital energy: -0.3051 Ha
ΔE to the lowest compared entry with this formula, charge and spin: 99.42 kcal per mole

CARTESIAN COORDINATES (ANGSTROEM)
C1 0.668 -2.520 1.105
C2 0.410 -1.163 0.121
N1 -0.804 -0.578 0.471
C3 -1.314 0.653 0.442
N2 -1.285 1.675 -0.482
H1 0.376 -2.448 2.212
H2 -0.290 -2.912 0.790
H3 1.792 -2.905 0.907
H4 1.265 -0.451 0.331
H5 0.492 -1.256 -1.038
H6 -1.692 0.820 1.425
H7 -0.530 1.579 -1.253
H8 -2.037 2.267 -0.355
O1 2.812 5.781 -0.208
H9 3.383 5.322 0.450
H10 2.480 4.943 -0.687
O2 -2.091 -2.893 -1.768
H11 -1.362 -2.324 -1.336
H12 -2.273 -3.589 -1.128

natural (NBO) population analysis, charges in e, atoms 1 to 5: -0.647 -0.240 -0.602 0.308 -0.836

---

C43H48O5P3S2SeTa as an isolated structure, computed with ωB97M-V with the def2-TZVPD basis set.

Calculated values
charge: 0
Kohn-Sham gap: 7.48 eV
highest occupied orbital energy: -0.2762 Ha
ΔE to the lowest compared entry with this formula, charge and spin: 0.00 kcal per mole

CARTESIAN COORDINATES (ANGSTROEM)
Ta1 0.510 0.017 -0.666
O1 4.972 0.086 -2.718
C1 4.070 -0.036 -1.739
O2 3.504 -1.066 -1.471
C2 3.838 1.268 -1.007
O3 2.893 1.084 0.019
C3 3.402 0.424 1.163
C4 2.522 -0.745 1.563
O4 2.758 -1.414 2.536
O5 1.495 -0.939 0.767
H1 5.038 -0.777 -3.156
H2 4.786 1.651 -0.620
H3 3.438 2.001 -1.705
H4 4.405 0.025 0.992
H5 3.455 1.128 1.998
S1 -1.251 3.933 -1.338
P1 -0.189 3.300 0.185
C5 -0.147 1.573 0.560
P2 -1.563 0.806 1.151
S2 -1.837 -0.672 -0.263
C6 -1.376 -0.024 2.742
C7 -0.158 0.012 3.404
C8 0.026 -0.711 4.575
C9 -1.016 -1.467 5.086
C10 -2.242 -1.505 4.427
C11 -2.422 -0.791 3.257
C12 -3.080 1.773 1.271
C13 -3.509 2.255 2.506
C14 -4.641 3.049 2.581
C15 -5.345 3.360 1.426
C16 -4.922 2.877 0.196
C17 -3.789 2.083 0.115
C18 1.539 3.887 0.029
C19 1.961 4.447 -1.171
C20 3.250 4.950 -1.298
C21 4.128 4.900 -0.226
C22 3.713 4.342 0.978
C23 2.427 3.841 1.101
C24 -0.760 4.085 1.740
C25 -1.558 5.222 1.691
C26 -2.008 5.813 2.863
C27 -1.665 5.278 4.095
C28 -0.868 4.143 4.155
C29 -0.423 3.551 2.983
H6 0.651 0.597 2.984
H7 0.988 -0.696 5.068
H8 -0.876 -2.036 5.996
H9 -3.054 -2.100 4.826
H10 -3.374 -0.834 2.739
H11 -2.957 2.020 3.407
H12 -4.968 3.429 3.541
H13 -6.229 3.983 1.484
H14 -5.466 3.126 -0.705
H15 -3.446 1.716 -0.843
H16 1.261 4.499 -1.995
H17 3.562 5.388 -2.238
H18 5.129 5.302 -0.322
H19 4.387 4.313 1.825
H20 2.118 3.415 2.046
H21 -1.836 5.624 0.725
H22 -2.635 6.695 2.810
H23 -2.022 5.740 5.007
H24 -0.601 3.711 5.112
H25 0.169 2.646 3.037
C30 2.596 -3.891 -3.009
C31 1.222 -3.317 -3.371
C32 0.445 -4.372 -4.170
C33 1.461 -2.118 -4.294
P3 0.270 -2.735 -1.831
C34 -1.452 -2.762 -2.465
C35 -2.426 -3.720 -2.191
C36 -3.689 -3.635 -2.758
C37 -4.004 -2.597 -3.620
C38 -3.050 -1.629 -3.897
C39 -1.794 -1.706 -3.316
C40 0.457 -4.038 -0.482
C41 1.892 -3.970 0.085
C42 0.201 -5.496 -0.894
C43 -0.491 -3.658 0.670
H26 3.155 -4.029 -3.939
H27 2.522 -4.867 -2.536
H28 3.168 -3.228 -2.362
H29 1.019 -4.601 -5.073
H30 -0.535 -4.015 -4.485
H31 0.312 -5.303 -3.622
H32 2.046 -2.465 -5.151
H33 2.006 -1.320 -3.794
H34 0.531 -1.704 -4.681
H35 -2.224 -4.538 -1.519
H36 -4.431 -4.388 -2.520
H37 -4.989 -2.536 -4.065
H38 -3.285 -0.796 -4.547
H39 -1.084 -0.909 -3.495
H40 2.578 -4.606 -0.468
H41 1.873 -4.322 1.119
H42 2.295 -2.960 0.095
H43 0.971 -5.866 -1.567
H44 -0.762 -5.669 -1.366
H45 0.244 -6.113 0.008
H46 -0.205 -2.707 1.117
H47 -0.400 -4.429 1.440
H48 -1.537 -3.590 0.376
Se1 0.934 1.050 -2.702

Löwdin population analysis, charges in e, atoms 1 to 5: 0.974 0.139 -0.526 0.072 -0.152